# 1
ORCA calculation (ωB97M-V/def2-TZVPD) on C24H18F48N9O32S16 as an isolated structure at a distorted geometry.

Last column: Mulliken charge in e.
CARTESIAN COORDINATES (ANGSTROEM)
C: 10.33 -21.75 -3.53  -1.8050
C: 8.84 -21.85 -3.96  0.6793
C: 8.67 -22.86 -5.06  -0.6693
N: 7.22 -23.39 -5.30  1.0141
C: 6.68 -23.94 -4.01  -1.3348
C: 6.33 -22.27 -5.86  -0.7458
C: 6.56 -22.24 -7.37  0.1388
C: 6.86 -23.72 -7.68  0.1733
C: 7.10 -24.47 -6.37  -1.1851
H: 10.79 -22.59 -3.02  0.2261
H: 10.58 -20.84 -2.98  0.3827
H: 10.89 -21.61 -4.46  0.5744
H: 8.67 -20.85 -4.36  0.0914
H: 8.32 -22.00 -3.02  -0.0890
H: 9.16 -23.81 -4.84  0.4487
H: 9.08 -22.42 -5.97  0.1787
H: 5.73 -24.43 -4.23  0.5127
H: 6.60 -23.21 -3.22  0.1015
H: 7.31 -24.80 -3.79  0.5139
H: 5.31 -22.58 -5.66  0.4474
H: 6.68 -21.37 -5.36  0.5113
H: 5.75 -21.87 -7.99  -0.0003
H: 7.51 -21.78 -7.67  -0.1649
H: 5.90 -24.18 -7.94  0.0927
H: 7.62 -23.76 -8.46  0.3490
H: 6.32 -25.20 -6.16  0.2074
H: 8.03 -25.04 -6.42  0.1919
C: 2.59 -20.67 -8.92  0.5791
F: 2.93 -21.94 -9.18  -0.1680
F: 1.30 -20.59 -8.52  -0.2559
F: 3.41 -20.31 -7.97  -0.1610
S: 2.77 -19.53 -10.45  0.9799
O: 2.18 -18.25 -9.99  -0.7044
O: 4.17 -19.37 -10.78  -0.4169
N: 1.70 -20.31 -11.51  -0.4281
S: 2.01 -19.68 -12.93  1.0268
O: 2.15 -18.25 -13.01  -0.6415
O: 3.08 -20.39 -13.62  -0.6563
C: 0.45 -20.19 -13.89  0.5341
F: 0.20 -21.47 -13.67  -0.2358
F: -0.64 -19.47 -13.52  -0.2477
F: 0.63 -20.07 -15.21  -0.2361
C: 8.47 -26.91 1.53  0.4619
F: 7.24 -26.95 1.04  -0.1973
F: 8.39 -26.66 2.85  -0.2368
F: 9.12 -28.05 1.33  -0.1977
S: 9.35 -25.50 0.61  0.8131
O: 9.41 -25.92 -0.76  -0.4832
O: 8.64 -24.27 0.88  -0.5072
N: 10.84 -25.29 1.64  -0.4118
S: 11.94 -25.40 0.47  0.9456
O: 11.76 -24.78 -0.81  -0.4947
O: 13.14 -24.94 1.14  -0.6769
C: 12.19 -27.31 0.26  0.4696
F: 13.28 -27.51 -0.52  -0.2446
F: 12.26 -27.87 1.45  -0.2361
F: 11.19 -27.81 -0.46  -0.1325
C: 5.70 -24.25 -11.26  0.6795
F: 5.09 -24.23 -12.45  -0.2560
F: 6.36 -23.10 -11.13  -0.1637
F: 4.78 -24.27 -10.30  -0.1959
S: 6.86 -25.70 -11.11  0.9715
O: 8.10 -25.33 -11.72  -0.6456
O: 6.99 -25.98 -9.70  -0.5140
N: 5.83 -26.80 -11.89  -0.3466
S: 6.84 -27.82 -12.40  0.9820
O: 7.71 -27.47 -13.51  -0.6756
O: 7.41 -28.59 -11.30  -0.6179
C: 5.70 -29.08 -13.29  0.5345
F: 5.22 -28.48 -14.39  -0.2550
F: 6.37 -30.20 -13.62  -0.2244
F: 4.59 -29.29 -12.57  -0.2419
C: 8.15 -15.15 -5.58  0.6259
F: 7.64 -15.02 -4.38  -0.2270
F: 8.61 -13.99 -6.07  -0.2413
F: 9.10 -16.07 -5.51  -0.2001
S: 6.73 -15.73 -6.70  0.8894
O: 5.92 -16.56 -5.81  -0.5552
O: 6.02 -14.50 -7.05  -0.7036
N: 7.45 -16.49 -8.06  -0.5924
S: 7.16 -18.02 -7.91  1.0405
O: 7.93 -18.60 -6.82  -0.5097
O: 5.75 -18.41 -7.87  -0.4121
C: 7.92 -18.65 -9.58  0.4173
F: 7.60 -17.94 -10.66  -0.2498
F: 9.25 -18.74 -9.54  -0.2097
F: 7.35 -19.85 -9.67  -0.0041
C: 15.30 -23.04 -8.48  0.5707
F: 15.07 -23.95 -9.45  -0.2568
F: 15.69 -23.73 -7.43  -0.2035
F: 16.24 -22.22 -9.02  -0.2452
S: 13.72 -22.09 -8.04  1.0470
O: 13.14 -22.77 -6.89  -0.5332
O: 14.12 -20.74 -7.79  -0.6721
N: 12.94 -22.23 -9.58  -0.5924
S: 11.53 -21.97 -9.16  1.3351
O: 10.82 -23.09 -8.59  -0.6242
O: 11.27 -20.73 -8.49  -0.6177
C: 10.70 -21.75 -10.90  0.4384
F: 10.73 -22.91 -11.56  -0.2377
F: 9.44 -21.37 -10.82  -0.1436
F: 11.41 -20.79 -11.58  -0.2747
C: 3.77 -21.47 0.03  0.5002
F: 4.00 -20.15 -0.05  -0.2298
F: 4.69 -22.14 0.70  -0.1786
F: 2.61 -21.57 0.68  -0.2516
S: 3.63 -22.23 -1.67  1.3731
O: 4.83 -21.91 -2.39  -0.4420
O: 3.33 -23.63 -1.39  -0.7262
N: 2.19 -21.42 -2.22  -0.6490
S: 2.20 -21.78 -3.73  1.2050
O: 2.72 -20.75 -4.61  -0.6162
O: 2.76 -23.04 -4.18  -0.6170
C: 0.35 -21.78 -4.23  0.3770
F: -0.23 -20.64 -3.79  -0.2627
F: 0.24 -21.81 -5.55  -0.1807
F: -0.29 -22.78 -3.64  -0.2428
C: 9.55 -30.98 -5.84  0.4250
F: 8.58 -31.85 -6.19  -0.2591
F: 10.10 -31.45 -4.73  -0.2294
F: 10.50 -31.05 -6.80  -0.2294
S: 8.73 -29.28 -5.57  1.1360
O: 9.84 -28.52 -5.04  -0.5837
O: 8.31 -28.78 -6.87  -0.6018
N: 7.37 -29.64 -4.71  -0.5741
S: 7.40 -28.60 -3.53  1.0006
O: 8.40 -28.96 -2.54  -0.6161
O: 7.36 -27.23 -3.95  -0.2620
C: 5.67 -28.98 -2.78  0.4595
F: 5.53 -28.26 -1.66  -0.1809
F: 4.70 -28.59 -3.61  -0.2236
F: 5.47 -30.28 -2.53  -0.2425
C: 9.33 -21.48 -0.01  0.3881
F: 7.98 -21.54 -0.02  -0.1526
F: 9.87 -22.51 -0.65  0.1555
F: 9.60 -20.42 -0.76  -0.2255
S: 10.07 -21.29 1.80  1.1531
O: 10.24 -19.87 1.95  -0.6694
O: 9.10 -21.86 2.66  -0.6573
N: 11.58 -22.20 2.07  -0.4564
S: 12.77 -21.52 1.20  0.9961
O: 13.97 -22.28 1.43  -0.6357
O: 12.34 -21.30 -0.17  -0.5684
C: 13.21 -19.77 1.95  0.5669
F: 12.61 -18.75 1.32  -0.2202
F: 12.98 -19.68 3.27  -0.2531
F: 14.53 -19.48 1.78  -0.2686

Properties
F_max = 6.73 eV/Å
Total charge = -7
Gap between HOMO and LUMO = 7.1 eV
HOMO level = 0.0868 hartree

***

# 2
ORCA calculation (ωB97M-V/def2-TZVPD) on C5H7IN as an isolated structure at a distorted geometry.

Last column: Mulliken charge in e.
CARTESIAN COORDINATES (ANGSTROEM)
C: -0.48 -0.71 1.40  -0.6902
C: 0.48 -1.44 0.67  0.4853
C: 0.22 -2.43 -0.44  -0.5696
C: 0.29 -0.95 -0.71  -0.4422
C: -0.84 -0.11 0.14  0.3148
N: -0.02 2.09 0.22  -0.6654
I: -2.86 -0.08 -0.03  0.3277
H: -0.45 -0.53 2.48  0.4030
H: 1.03 -2.85 -0.97  0.3014
H: -0.70 -2.97 -0.57  0.2723
H: 0.91 -0.71 -1.50  0.4203
H: -0.27 2.61 -0.63  0.2690
H: 1.01 1.96 0.41  0.2964
H: -0.48 2.50 0.97  0.2772

Properties
F_max = 3.82 eV/Å
Total charge = +1
Gap between HOMO and LUMO (spin up / spin down) = 7.6 / 7.6 eV
HOMO level (spin up / spin down) = -0.4865 / -0.4865 hartree

***

# 3
ORCA calculation (ωB97M-V/def2-TZVPD) on a 16-piece molecular cluster, C63H154N4O16 overall at a distorted geometry.

Last column: Mulliken charge in e.
CARTESIAN COORDINATES (ANGSTROEM)
C: -0.26 2.36 -0.58  -0.7514
C: -0.78 1.07 0.13  2.1606
C: -2.23 0.80 -0.29  -0.6117
C: -2.34 0.11 -1.62  0.3164
C: -1.38 -1.09 -1.76  -0.6922
C: 0.08 -0.77 -1.35  2.6875
N: 0.05 -0.11 -0.07  0.9570
O: 1.30 -0.02 0.56  2.6051
C: 0.73 -2.16 -1.17  -2.2991
C: 0.76 0.00 -2.50  -0.6806
C: -0.80 1.37 1.63  -0.8345
H: -0.57 3.21 0.02  -0.4503
H: -0.68 2.45 -1.58  0.1224
H: 0.83 2.32 -0.58  -0.1969
H: -2.75 0.22 0.47  -0.5585
H: -2.80 1.74 -0.31  0.5693
H: -2.26 0.78 -2.49  -0.4923
H: -3.32 -0.33 -1.86  -0.0239
H: -1.40 -1.36 -2.82  0.4854
H: -1.73 -1.94 -1.18  -0.9121
H: 1.82 -2.10 -1.22  0.3257
H: 0.36 -2.62 -0.25  -0.2247
H: 0.41 -2.90 -1.91  0.7873
H: 1.29 -0.60 -3.25  0.5152
H: 0.00 0.62 -2.97  -0.5858
H: 1.53 0.68 -2.12  -0.7632
H: -1.49 2.18 1.87  0.6835
H: 0.19 1.62 2.01  -0.9615
H: -1.08 0.50 2.24  -0.3245
H: 1.12 -0.37 1.46  -0.6109
C: -2.98 -5.22 -0.65  -0.5216
C: -3.79 -5.26 -1.97  2.2733
C: -2.91 -5.87 -3.06  -1.4596
C: -2.78 -7.38 -2.89  -0.1484
C: -4.11 -8.11 -2.78  -1.6386
C: -5.11 -7.47 -1.79  1.8103
N: -5.03 -6.01 -1.88  0.2204
O: -6.00 -5.32 -1.12  -0.4746
C: -6.51 -7.83 -2.30  -2.1059
C: -4.86 -8.00 -0.37  -1.5875
C: -4.08 -3.82 -2.37  -2.5035
H: -2.34 -6.09 -0.51  0.2773
H: -3.49 -5.03 0.30  0.1290
H: -2.30 -4.35 -0.70  -0.2127
H: -3.27 -5.72 -4.08  0.4837
H: -1.91 -5.44 -3.12  0.2492
H: -2.15 -7.58 -2.01  -0.0770
H: -2.19 -7.78 -3.72  0.6296
H: -3.88 -9.13 -2.46  0.4798
H: -4.56 -8.30 -3.76  0.3428
H: -6.65 -8.92 -2.36  0.4260
H: -7.23 -7.34 -1.64  0.3839
H: -6.72 -7.49 -3.31  0.4655
H: -5.69 -7.81 0.31  0.3860
H: -4.74 -9.09 -0.45  0.4528
H: -3.93 -7.61 0.04  0.3001
H: -3.14 -3.30 -2.60  0.0796
H: -4.48 -3.21 -1.56  0.2808
H: -4.79 -3.83 -3.20  0.7515
H: -5.78 -5.54 -0.19  0.3837
C: 4.68 0.85 -0.14  -1.4092
C: 5.86 1.23 0.76  1.9622
C: 6.24 2.72 0.51  -1.9035
C: 5.27 3.65 1.20  0.3072
C: 5.32 3.34 2.70  -1.8472
C: 4.93 1.89 3.02  1.9802
N: 5.71 0.97 2.19  0.2246
O: 5.45 -0.39 2.45  -0.3729
C: 5.33 1.61 4.48  -2.0370
C: 3.40 1.71 2.95  -1.3114
C: 7.06 0.42 0.27  -2.2636
H: 4.96 1.04 -1.18  0.7027
H: 3.78 1.44 0.04  -0.1138
H: 4.40 -0.20 -0.13  0.3009
H: 7.28 2.83 0.80  0.3643
H: 6.25 2.81 -0.58  0.5103
H: 4.25 3.66 0.84  -0.1081
H: 5.69 4.66 1.10  0.6480
H: 4.80 4.09 3.29  0.3991
H: 6.35 3.51 3.05  0.4693
H: 4.64 2.09 5.18  0.2745
H: 5.27 0.54 4.71  0.4231
H: 6.35 1.93 4.69  0.4355
H: 2.94 2.52 3.52  0.0446
H: 2.97 1.79 1.95  -0.1814
H: 3.15 0.76 3.41  0.8029
H: 7.94 0.61 0.89  0.5066
H: 7.34 0.52 -0.78  0.3626
H: 6.86 -0.65 0.34  0.3544
H: 6.24 -0.70 2.91  0.2885
C: 0.52 5.57 4.35  -2.2291
C: 0.87 5.96 2.92  2.5117
C: -0.09 5.22 1.98  -0.3881
C: -0.11 5.83 0.59  0.2578
C: -0.54 7.30 0.68  -1.9919
C: 0.47 8.11 1.49  1.7669
N: 0.74 7.42 2.76  0.2241
O: 1.48 8.16 3.67  -0.4836
C: 1.74 8.42 0.69  -1.6714
C: -0.23 9.44 1.84  -1.9462
C: 2.33 5.58 2.58  -1.1501
H: 0.39 4.49 4.47  0.0826
H: -0.41 6.08 4.59  0.6029
H: 1.29 5.85 5.07  0.4201
H: 0.21 4.18 1.89  -0.5957
H: -1.11 5.20 2.39  0.6766
H: -0.79 5.31 -0.10  0.7586
H: 0.84 5.76 0.06  -0.7023
H: -1.51 7.29 1.19  0.4125
H: -0.59 7.77 -0.30  0.6040
H: 2.40 9.07 1.26  0.4868
H: 2.35 7.57 0.37  0.1430
H: 1.47 8.95 -0.22  0.4180
H: -0.95 9.69 1.06  0.3903
H: -0.81 9.36 2.76  0.4323
H: 0.46 10.27 1.98  0.3683
H: 2.51 4.51 2.69  -0.5039
H: 2.99 6.12 3.28  0.7428
H: 2.71 5.97 1.64  0.0363
H: 2.38 8.22 3.32  0.3483
O: 1.40 -1.05 3.01  -0.0479
H: 1.55 -0.51 3.80  -0.4400
H: 1.42 -1.98 3.33  0.2543
O: 3.47 -2.30 1.49  -0.5030
H: 4.30 -1.80 1.51  0.1703
H: 2.78 -1.63 1.61  -0.0784
O: 3.76 -4.62 0.04  -0.6743
H: 3.48 -3.87 0.61  0.3780
H: 4.67 -4.80 0.28  0.2691
C: 0.13 1.48 5.35  0.1086
C: 1.32 1.10 6.21  0.2256
C: 0.86 0.69 7.60  -1.5551
O: 1.93 -0.09 5.62  -0.4336
H: 0.41 1.63 4.31  -0.5412
H: -0.36 2.41 5.66  0.6218
H: -0.64 0.70 5.35  -0.0195
H: 2.08 1.88 6.17  0.1979
H: 1.62 0.20 8.20  0.3903
H: 0.07 -0.06 7.46  0.4273
H: 0.38 1.52 8.13  0.3917
H: 1.56 -0.84 6.09  0.3020
C: -6.04 3.36 2.97  -1.4828
C: -5.16 2.17 2.58  0.8998
C: -3.95 1.95 3.45  -0.3188
O: -5.94 0.96 2.65  -0.5537
H: -6.80 3.11 3.71  0.3219
H: -6.47 3.81 2.07  0.4217
H: -5.41 4.18 3.32  0.3334
H: -4.86 2.24 1.52  -0.0210
H: -3.35 1.10 3.13  -0.4417
H: -4.23 1.91 4.50  0.5135
H: -3.29 2.82 3.36  0.1150
H: -6.58 0.99 1.93  0.3228
C: 2.42 -0.59 -7.01  -1.5556
C: 2.59 0.30 -5.79  1.5189
C: 3.72 -0.20 -4.90  -0.9051
O: 2.83 1.66 -6.14  -0.6312
H: 1.71 -0.22 -7.75  0.3350
H: 1.98 -1.54 -6.68  0.3420
H: 3.37 -0.80 -7.50  0.3572
H: 1.65 0.32 -5.23  -0.2690
H: 3.86 0.49 -4.07  -0.1000
H: 4.65 -0.31 -5.46  0.4335
H: 3.44 -1.17 -4.47  0.3482
H: 1.97 2.08 -6.30  0.3159
C: 1.21 -6.00 3.53  -1.4913
C: 1.17 -4.56 3.01  1.4377
C: -0.25 -4.17 2.68  -0.2432
O: 1.68 -3.63 3.98  -0.5624
H: 0.47 -6.18 4.31  0.3766
H: 2.21 -6.28 3.88  0.4342
H: 0.93 -6.66 2.70  0.2524
H: 1.84 -4.54 2.15  -0.6950
H: -0.65 -4.85 1.93  0.1617
H: -0.33 -3.15 2.30  -0.8490
H: -0.89 -4.16 3.57  0.5399
H: 2.62 -3.79 4.08  0.3076
C: -1.86 2.30 -5.32  -1.2970
C: -0.72 3.20 -5.75  0.2704
C: 0.14 3.69 -4.60  -0.9307
O: 0.14 2.47 -6.63  -0.5915
H: -1.56 1.40 -4.78  0.1183
H: -2.53 1.95 -6.11  0.6264
H: -2.56 2.87 -4.69  0.4043
H: -1.03 4.11 -6.28  0.3017
H: 0.40 2.86 -3.94  -0.1882
H: -0.39 4.41 -3.98  0.6426
H: 1.04 4.11 -5.03  0.2762
H: -0.37 2.11 -7.37  0.3031
C: -2.54 -1.76 3.81  -1.2850
C: -3.65 -1.75 2.73  2.0312
C: -3.23 -2.53 1.50  -1.0808
O: -4.83 -2.34 3.25  -0.7142
H: -2.77 -2.59 4.48  0.5146
H: -2.66 -0.91 4.49  0.5405
H: -1.52 -1.71 3.44  -0.2436
H: -3.85 -0.72 2.41  -0.6729
H: -4.04 -2.47 0.77  0.4374
H: -3.17 -3.59 1.77  0.5210
H: -2.27 -2.25 1.07  -0.3248
H: -5.10 -1.81 4.01  0.4201
C: -6.13 -0.97 -3.84  -0.8936
C: -5.39 -0.31 -4.99  0.2557
C: -3.96 -0.84 -5.01  -0.7026
O: -6.06 -0.58 -6.21  -0.5755
H: -7.17 -0.65 -3.73  0.3878
H: -5.59 -0.72 -2.92  0.1935
H: -6.09 -2.05 -3.95  0.1343
H: -5.34 0.77 -4.82  0.2842
H: -3.28 -0.31 -5.69  0.2831
H: -3.94 -1.86 -5.40  0.3891
H: -3.49 -0.78 -4.03  -0.0839
H: -6.10 -1.54 -6.28  0.3815
C: 0.79 -8.51 -0.90  -1.4932
C: 1.43 -7.13 -1.06  0.4690
C: 0.46 -5.97 -1.09  0.3217
O: 2.30 -6.97 0.06  -0.5732
H: -0.09 -8.63 -1.53  0.3679
H: 0.46 -8.63 0.14  0.2838
H: 1.55 -9.25 -1.13  0.4099
H: 1.98 -7.20 -2.00  0.2171
H: 0.88 -5.07 -1.57  0.4576
H: 0.05 -5.71 -0.11  -0.2781
H: -0.36 -6.17 -1.79  -0.3497
H: 2.69 -6.07 0.04  0.3678
C: 3.72 3.25 -2.77  -0.3917
C: 3.39 4.69 -3.16  1.1198
C: 3.02 5.49 -1.92  -0.8167
O: 4.47 5.31 -3.84  -0.6486
H: 4.07 2.65 -3.62  0.4023
H: 2.82 2.69 -2.50  -0.2269
H: 4.47 3.23 -1.98  0.0470
H: 2.56 4.63 -3.87  -0.4041
H: 3.05 6.57 -2.06  0.4756
H: 3.71 5.20 -1.12  0.1224
H: 2.01 5.23 -1.62  0.0325
H: 4.82 4.72 -4.51  0.3896

Properties
F_max = 1.80 eV/Å
Gap between HOMO and LUMO = 8.3 eV
HOMO level = -0.2935 hartree

***

# 4
ORCA calculation (ωB97M-V/def2-TZVPD) on C16H22AsI2N2O6SSiTa as an isolated structure at a distorted geometry.

Last column: Mulliken charge in e.
CARTESIAN COORDINATES (ANGSTROEM)
Ta: -0.52 0.07 -0.09  0.5140
O: -2.04 -0.44 -2.05  -0.4273
As: -2.02 -2.15 -1.50  1.1099
O: -3.37 -2.98 -1.73  -0.5990
O: -1.69 -1.48 0.11  -0.4447
C: -0.43 -3.00 -2.19  -0.4775
C: -0.76 -4.20 -2.80  -0.5649
C: 0.22 -4.99 -3.41  -0.7147
C: 1.54 -4.60 -3.41  -0.6922
C: 1.90 -3.39 -2.80  -0.5125
C: 0.93 -2.61 -2.20  0.7734
S: 1.51 -1.16 -1.42  1.3492
O: 2.86 -0.86 -1.68  -0.5783
O: 1.09 -1.25 0.03  -0.4446
O: 0.49 -0.08 -1.83  -0.4679
H: -2.55 -0.20 -2.84  0.2567
H: -1.79 -4.52 -2.81  0.5712
H: -0.08 -5.92 -3.87  0.4428
H: 2.29 -5.21 -3.88  0.4420
H: 2.93 -3.07 -2.80  0.5646
I: -2.70 1.85 0.49  0.1950
C: -4.60 0.83 0.70  -0.9718
I: -4.68 -0.82 1.98  0.1987
H: -4.89 0.55 -0.31  0.4400
H: -5.22 1.63 1.09  0.5131
C: -0.84 -1.87 3.27  -1.1851
C: 0.02 -0.66 3.14  0.6196
C: 0.90 -0.26 4.13  -0.7819
C: 1.68 0.88 3.97  -0.6186
C: 1.60 1.64 2.81  -0.7934
C: 0.70 1.21 1.86  1.0738
N: -0.09 0.12 2.04  0.2330
N: 0.49 1.68 0.56  0.7604
Si: 1.01 3.28 -0.13  -0.2443
C: 0.06 3.38 -1.73  -0.8880
C: 2.84 3.19 -0.41  -0.9346
C: 0.47 4.59 1.07  -0.9472
H: -1.72 -1.62 3.88  0.2499
H: -0.31 -2.66 3.78  0.4430
H: -1.19 -2.22 2.31  0.1343
H: 0.97 -0.85 5.04  0.5167
H: 2.37 1.17 4.75  0.4650
H: 2.23 2.50 2.64  0.4186
H: -0.04 2.43 -2.26  0.2014
H: 0.60 4.04 -2.42  0.4052
H: -0.94 3.81 -1.60  0.3012
H: 3.13 2.26 -0.90  0.2990
H: 3.41 3.27 0.52  0.3450
H: 3.16 4.02 -1.05  0.3828
H: -0.60 4.55 1.25  0.3116
H: 0.69 5.57 0.65  0.4033
H: 0.98 4.53 2.04  0.3543

Properties
F_max = 1.19 eV/Å
Total charge = +2
Gap between HOMO and LUMO = 7.0 eV
HOMO level = -0.5445 hartree